No. 1
Density functional theory data (ωB97M-V/def2-TZVPD) for C12H18FeI2N2O2SSe2 as an isolated structure in a non-equilibrium geometry.

Properties
* HOMO level (spin up / spin down): -6.2740 / -7.2278 eV
* charge: 0
* molar mass: 721.928 g/mol
* spin multiplicity: 5
* Kohn-Sham gap (spin up / spin down): 4.8 / 5.8 eV
* E_tot: -211926.1177 eV
* ΔE to the lowest compared entry with this formula, charge and spin: 33.3 kcal/mol
* E_LUMO (spin up / spin down): -1.489 / -1.426 eV

The geometry in XYZ format:
```
40
Properties=species:S:1:pos:R:3:nbo_charge:R:1
H 0.714 0.723 -6.292 0.3940
H 2.509 -1.606 2.220 0.2292
C -1.116 -0.221 -4.618 -0.0775
C -2.188 -0.761 -2.535 0.0430
H 3.203 -0.057 1.679 0.2320
C 2.291 -0.555 2.013 -0.5240
C -2.185 -0.782 -3.911 -0.1922
H 0.586 -1.605 3.769 0.2161
Se 1.116 -0.542 0.434 -0.3974
Fe -1.135 -0.323 0.591 0.7341
C 1.801 0.127 3.286 -0.1523
H 0.346 -0.207 4.854 0.2157
H 1.231 2.079 4.004 0.1583
I -3.012 -2.207 0.673 0.2165
H -4.861 -0.201 1.263 0.2255
H 3.838 0.406 3.931 0.1988
O 3.240 -1.371 4.640 -0.7173
N -1.219 -0.216 -1.794 -0.5171
C -0.100 0.344 -3.839 -0.2143
N -0.081 0.308 -6.747 -0.7470
H 0.859 1.804 2.286 0.1895
H 0.569 0.789 -1.865 0.2373
H 2.645 0.517 5.244 0.1557
C -0.204 0.329 -2.464 0.0558
H 0.773 0.801 -4.280 0.2113
C 2.928 -0.039 4.339 -0.0492
H -3.030 -1.198 -2.020 0.1958
H -3.016 -1.223 -4.439 0.2548
H 2.694 3.151 2.510 0.4723
H -0.117 0.299 -7.752 0.4194
C 0.520 -0.513 3.817 -0.5456
C -4.200 -0.284 0.408 -0.6418
H -4.752 -0.367 -0.523 0.2141
I -3.008 1.599 0.297 0.2308
C -1.118 -0.228 -6.079 0.0946
C 1.613 1.636 3.072 -0.0663
Se -1.128 0.011 2.884 -0.3519
H 2.535 -1.753 5.174 0.4641
S -2.375 -0.881 -6.932 -0.1294
O 2.837 2.219 2.704 -0.7353
```

No. 2
Density functional theory data (ωB97M-V/def2-TZVPD) for C22H47FHfNO14S5 as an isolated structure in a non-equilibrium geometry.

Properties
* HOMO level: -14.5550 eV
* charge: +3
* molar mass: 907.434 g/mol
* Kohn-Sham gap: 3.0 eV
* E_tot: -111895.8064 eV
* E_LUMO: -11.521 eV

The geometry in XYZ format:
```
91
Properties=species:S:1:pos:R:3:lowdin_charge:R:1
O 0.367 -0.638 -1.244 0.0242
H -1.799 0.702 3.092 0.0559
H -3.100 3.867 -5.247 0.0852
O -0.560 -0.335 0.679 0.0633
O 3.178 2.823 -0.755 -0.0187
H 2.901 6.859 -1.169 0.0944
O -1.641 0.068 -1.007 -0.1508
H 1.615 1.744 -1.471 0.0603
O -3.451 -0.652 1.133 -0.7170
H -3.604 -5.934 0.103 0.0721
H -0.161 -2.589 -4.591 0.0812
C 2.655 4.084 -1.004 -0.4901
H 4.041 -2.316 5.152 0.1226
S -2.510 2.190 -3.604 0.9644
O 3.488 -3.423 -0.235 -0.0338
O -3.119 -1.340 -2.959 -0.7375
S -2.581 -2.301 -4.086 1.0350
H 1.795 -2.523 -0.393 0.0704
H 1.603 0.504 2.002 0.0898
C -0.747 -2.216 -3.751 -0.1880
C 2.529 -2.923 -1.092 -0.1108
C -2.364 -1.206 -5.537 -0.2050
C 5.924 -2.492 2.093 -0.0217
C -1.130 2.991 0.893 -0.2036
O 3.512 4.930 -0.397 0.0066
C 3.944 -0.393 4.142 -0.0530
H -3.115 -1.550 -6.248 0.0628
H 2.397 6.476 0.451 0.0885
F 3.787 1.629 2.924 0.0613
C -2.060 -2.291 2.850 -0.1744
H 3.122 1.677 -2.359 0.1081
S -3.434 -1.075 2.617 1.0085
H -0.513 2.491 0.146 0.0429
Hf -4.101 -0.275 -1.114 2.2740
H -0.802 -5.254 -0.182 0.0834
H -0.881 -3.749 0.827 0.0429
C -3.499 3.701 1.917 -0.1880
C -0.937 -4.173 -0.175 -0.1586
H 4.027 6.955 0.142 0.1008
H 6.639 -1.818 1.622 0.1056
H -0.439 3.558 -3.430 0.0771
H 5.376 -1.807 2.740 0.0679
O -3.498 1.642 -0.002 -0.6982
H -1.136 -1.747 2.656 0.0287
H -3.227 4.741 2.095 0.0851
H -3.246 3.074 2.771 0.0424
C 3.215 6.349 -0.259 -0.0140
C 3.240 0.437 3.337 -0.2382
C -3.477 -4.966 0.589 -0.1880
O 1.624 4.404 -1.618 0.0681
H 2.133 -3.840 -1.529 0.0905
C 2.698 1.688 -1.355 -0.0728
H -0.355 -2.590 -2.805 0.0360
H -4.501 3.173 -4.442 0.0725
C 2.084 -0.109 2.750 -0.0190
H -4.585 3.795 1.921 0.0705
H -0.548 2.528 -2.042 0.0260
H -2.194 -2.559 3.898 0.0796
O 5.112 -3.174 1.167 0.0348
C -1.150 3.129 -2.724 -0.1911
H -1.387 -1.282 -6.015 0.0797
N -0.608 -0.330 -0.492 -0.5605
H -0.580 -1.141 -3.678 0.0558
O -3.300 1.464 -2.526 -0.6986
H -2.264 -3.256 2.384 0.0271
H -1.463 4.052 -2.237 0.0616
H 3.156 0.870 -0.799 0.0965
H -2.415 0.048 4.586 0.0932
S -2.704 -3.857 -0.715 0.9628
C 3.508 -1.635 4.505 -0.0631
H 0.784 -1.803 2.388 0.0597
S -2.840 3.007 0.332 0.9966
H -2.754 -5.084 1.396 0.0412
C 4.446 -2.509 0.283 -0.4896
C 1.636 -1.419 2.930 -0.0909
H 6.549 -3.181 2.661 0.1111
H -0.228 -3.676 -0.837 0.0260
C 2.373 -2.145 3.847 -0.0853
H -4.353 -4.584 1.113 0.0718
O 4.505 -1.263 0.106 0.0804
H 4.855 -0.003 4.573 0.1368
H 2.876 -2.301 -1.917 0.1073
H -2.703 -0.194 -5.319 0.0392
O -2.909 -2.349 -0.429 -0.7073
H 2.211 -3.209 3.935 0.1032
C -2.685 0.266 3.553 -0.2113
H -3.387 1.098 3.513 0.0424
H -3.518 4.388 -3.645 0.0731
H -0.954 4.053 1.060 0.0866
C -3.476 3.510 -4.289 -0.2225
H -0.907 2.515 1.848 0.0656
```

No. 3
Density functional theory data (ωB97M-V/def2-TZVPD) for one molecule with the formula C4H8N2O in a non-equilibrium geometry.

Properties
* HOMO level: -9.0698 eV
* charge: 0
* molar mass: 100.121 g/mol
* SMILES: C[C@H]1N2[C@@H](CO)N12
* Kohn-Sham gap: 10.1 eV
* E_tot: -9301.0152 eV
* ΔE to the lowest compared entry with this formula, charge and spin: 124.0 kcal/mol
* E_LUMO: 1.024 eV

The geometry in XYZ format:
```
15
Properties=species:S:1:pos:R:3:nbo_charge:R:1
C 2.525 0.488 -0.180 -0.6426
N 0.409 -0.887 -0.219 -0.2259
H -2.122 0.665 -1.690 0.4776
C -0.917 -0.289 0.590 0.0237
H 1.271 0.217 1.562 0.1741
H 3.129 -0.334 -0.608 0.2314
H 2.386 1.226 -0.923 0.2314
H 3.120 0.914 0.580 0.2160
H -0.925 -0.311 1.722 0.2049
H -2.922 0.233 0.400 0.1949
C -2.244 -0.603 -0.039 -0.1126
N 0.005 0.475 -0.151 -0.3054
O -2.497 -0.228 -1.456 -0.7330
C 1.262 0.093 0.471 0.0418
H -2.479 -1.659 -0.060 0.2236
```

No. 4
Density functional theory data (ωB97M-V/def2-TZVPD) for C29H50BrCuNOP2 as an isolated structure in a non-equilibrium geometry.

Properties
* HOMO level (spin up / spin down): -12.4651 / -12.4652 eV
* charge: +2
* molar mass: 634.123 g/mol
* spin multiplicity: 2
* Kohn-Sham gap (spin up / spin down): 4.4 / 3.7 eV
* E_tot: -167664.5127 eV
* E_LUMO (spin up / spin down): -8.021 / -8.740 eV

The geometry in XYZ format:
```
85
Properties=species:S:1:pos:R:3:mulliken_spin:R:1
C 6.825 1.697 -0.058 0.0126
H 6.846 1.800 -1.149 -0.0007
H 4.383 -1.718 -1.206 0.0409
H 0.079 -1.078 5.049 -0.0001
H 7.809 1.349 0.277 -0.0034
H 1.237 -3.583 -0.817 -0.0002
C 0.320 -2.617 -2.544 0.0000
H -3.929 -1.264 -0.203 0.0000
C -0.869 0.962 -0.135 0.0027
C -5.352 4.174 -3.590 -0.0003
C -5.646 3.556 -4.830 -0.0002
C -0.973 -0.803 5.165 0.0001
C -0.259 1.494 3.629 0.0015
H -0.287 -3.505 -2.752 0.0000
H -2.626 -0.080 3.959 0.0001
H 1.189 -2.647 -3.211 0.0001
H -6.704 3.783 -6.717 0.0000
H -2.218 -3.368 -0.741 0.0000
H 5.905 -3.595 -1.624 -0.0007
C 6.175 -2.635 -2.077 0.0137
H -1.061 0.052 5.845 0.0000
H -1.047 -5.386 2.156 0.0000
Br 2.159 -0.371 1.887 0.0081
C -6.443 4.247 -5.759 0.0001
P 6.220 -1.025 0.208 0.6761
C -3.189 -1.783 0.422 0.0000
H 4.260 -1.430 1.621 0.0337
P -0.386 -2.173 0.216 -0.0004
C -1.970 1.644 0.340 -0.0013
H -5.287 2.557 -5.067 0.0000
H -3.737 2.747 -0.238 0.0000
H -0.782 3.311 4.600 0.0000
H 4.782 0.899 -0.149 0.0395
C 5.217 -1.958 1.439 0.0772
H 5.402 -2.966 3.335 0.0006
H -1.542 -5.026 0.498 0.0000
H -2.212 1.690 1.399 0.0001
H 7.260 -2.507 -1.996 -0.0051
H -1.494 -1.642 5.633 0.0000
H 1.617 -1.860 -0.973 0.0009
C 5.958 -2.217 2.757 0.0158
Cu -0.075 -0.221 1.095 0.0043
C -6.652 6.077 -4.363 0.0001
H -0.259 -1.721 -2.793 0.0000
H 0.722 -3.992 1.254 0.0000
H 6.040 -1.310 3.370 -0.0004
H -1.737 -1.460 3.267 -0.0001
C -1.387 1.500 -2.399 0.0003
H 0.370 1.108 4.442 -0.0002
O -0.877 0.358 2.975 -0.0003
C 0.818 -2.605 -1.099 0.0004
H 5.509 0.854 1.470 -0.0031
C -1.293 2.469 4.129 0.0000
C -2.834 2.243 -0.587 0.0005
H -2.031 -1.730 -1.402 0.0000
H -7.045 7.091 -4.221 0.0000
C -3.477 2.686 -2.941 -0.0005
H 5.918 -2.678 -3.141 0.0017
H 4.987 -2.914 0.944 -0.0070
H -0.170 -3.011 2.418 0.0000
C -2.063 -2.313 -0.477 -0.0001
H -1.889 2.864 3.299 0.0000
H -1.184 1.457 -3.470 -0.0001
C 5.436 -1.476 -1.403 0.0506
H 5.470 -0.577 -2.033 -0.0079
C -4.469 3.557 -2.613 -0.0002
H -4.601 3.921 -1.593 0.0000
H 0.387 0.408 -1.805 0.0004
C -1.360 -4.582 1.482 0.0000
H -3.704 -2.597 0.950 0.0000
C -1.626 -0.526 3.833 -0.0001
H -5.735 5.984 -2.420 0.0000
H 6.649 2.689 0.371 0.0008
C -0.256 -3.526 1.449 -0.0002
H -2.306 -4.181 1.861 0.0000
H -3.289 2.426 -3.983 0.0000
C 5.719 0.737 0.400 0.0542
H 6.963 -2.611 2.556 -0.0031
C -0.516 0.910 -1.477 -0.0013
H 0.391 1.942 2.875 -0.0001
C -2.564 2.145 -1.968 0.0004
H -2.835 -1.050 1.163 -0.0001
N -6.908 5.474 -5.525 -0.0001
C -5.910 5.453 -3.352 -0.0001
H -1.953 2.006 4.867 0.0000
```

What did the third record say?
Density functional theory data (ωB97M-V/def2-TZVPD) for one molecule with the formula C4H8N2O in a non-equilibrium geometry.

Properties
* HOMO level: -9.0698 eV
* charge: 0
* molar mass: 100.121 g/mol
* SMILES: C[C@H]1N2[C@@H](CO)N12
* Kohn-Sham gap: 10.1 eV
* E_tot: -9301.0152 eV
* ΔE to the lowest compared entry with this formula, charge and spin: 124.0 kcal/mol
* E_LUMO: 1.024 eV

The geometry in XYZ format:
```
15
Properties=species:S:1:pos:R:3:nbo_charge:R:1
C 2.525 0.488 -0.180 -0.6426
N 0.409 -0.887 -0.219 -0.2259
H -2.122 0.665 -1.690 0.4776
C -0.917 -0.289 0.590 0.0237
H 1.271 0.217 1.562 0.1741
H 3.129 -0.334 -0.608 0.2314
H 2.386 1.226 -0.923 0.2314
H 3.120 0.914 0.580 0.2160
H -0.925 -0.311 1.722 0.2049
H -2.922 0.233 0.400 0.1949
C -2.244 -0.603 -0.039 -0.1126
N 0.005 0.475 -0.151 -0.3054
O -2.497 -0.228 -1.456 -0.7330
C 1.262 0.093 0.471 0.0418
H -2.479 -1.659 -0.060 0.2236
```